1.
Entry from the Open Molecules 2025 dataset: a 12-piece molecular cluster, C2H29N2O11 overall (ωB97M-V/def2-TZVPD).

The geometry in XYZ format:
```
44
Properties=species:S:1:pos:R:3:lowdin_spin:R:1
C 0.441 0.134 0.621 0.0924
C 1.332 -0.776 0.164 0.4330
N 0.956 -1.920 -0.723 0.0480
N 0.702 0.957 1.665 0.3483
H -0.650 0.006 0.190 0.0004
H 2.285 -0.942 0.614 0.0114
H 0.970 -1.451 -1.628 0.0117
H 1.631 -2.581 -0.777 -0.0001
H 0.027 -2.374 -0.476 0.0070
H 1.570 1.050 2.133 0.0067
H 0.091 1.789 1.576 0.0067
H 1.493 0.356 -2.506 0.0011
H 1.192 -0.422 -3.829 0.0001
O 0.762 -0.109 -3.043 0.0011
H 1.929 -3.542 2.100 -0.0001
H 1.806 -4.285 0.754 0.0000
O 2.469 -3.938 1.286 0.0008
H -2.469 -0.522 -1.763 0.0000
H -1.435 0.345 -2.738 0.0000
O -2.285 0.195 -2.352 -0.0001
H -3.062 1.633 -1.727 0.0000
H -4.092 2.739 -1.558 0.0000
O -3.233 2.656 -1.588 0.0000
H 1.696 3.421 -0.250 -0.0001
H 3.234 3.394 -0.281 0.0002
O 2.471 2.918 0.206 0.0038
H 3.661 1.201 -1.688 -0.0003
H 2.423 1.759 -1.231 0.0000
O 2.779 1.335 -1.950 0.0202
H -0.839 3.415 -1.625 0.0000
H 0.188 4.447 -1.973 0.0000
O 0.098 3.509 -1.597 -0.0001
H 1.086 -1.648 3.420 0.0001
H 0.088 -2.657 2.974 -0.0002
O 1.054 -2.504 3.079 0.0070
H -2.595 1.642 2.262 0.0000
H -2.839 0.937 0.955 0.0000
O -2.487 0.738 1.762 -0.0001
H -1.721 -1.659 1.030 0.0002
H -2.681 -2.462 0.195 0.0000
O -1.984 -1.860 0.065 0.0014
H -2.059 -0.835 2.644 -0.0001
H -2.290 -2.379 3.007 0.0000
O -1.711 -1.709 2.601 -0.0004
```

Values from the calculation:
DFT total energy ... -1030.0365 Ha
⟨S²⟩ ... 0.77
Total charge ... +2
Energy relative to the best compared isomer or geometry (same formula, charge and spin) ... 3.1 kcal/mol
2S+1 ... 2
Orbital gap (spin up / spin down) ... 0.324 / 0.181 Ha

2.
Entry from the Open Molecules 2025 dataset: a 7-piece molecular cluster, C25H35F7N2O22S overall (ωB97M-V/def2-TZVPD).

The geometry in XYZ format:
```
92
Properties=species:S:1:pos:R:3:lowdin_charge:R:1
C 4.240 2.024 2.669 -0.0698
C 4.983 1.273 1.563 -0.2099
N 5.454 -0.045 2.053 -0.2258
O 4.455 -0.759 2.736 -0.1183
C 3.375 -1.256 1.933 -0.1869
C 2.107 -1.217 2.770 -0.1846
N 0.912 -1.475 1.950 -0.0389
C -0.055 -0.386 2.058 -0.1783
C 0.436 0.967 1.516 -0.3952
C 0.019 1.220 0.062 -0.0145
O -0.029 2.043 2.341 -0.0505
S 6.237 -0.904 0.858 0.6068
O 7.562 -0.421 0.762 -0.2190
O 5.452 -1.063 -0.315 -0.2353
F 6.261 -2.270 1.588 -0.1031
H 3.173 2.062 2.464 0.0463
H 4.376 1.531 3.629 0.0856
H 4.625 3.038 2.752 0.0777
H 4.346 1.145 0.683 0.1050
H 5.878 1.813 1.260 0.1245
H 3.235 -0.653 1.032 0.1118
H 3.584 -2.280 1.611 0.1230
H 2.192 -1.984 3.545 0.1221
H 2.067 -0.258 3.292 0.1188
H 1.220 -1.557 0.985 0.0817
H -0.344 -0.279 3.104 0.1247
H -0.949 -0.679 1.500 0.1181
H 1.523 1.021 1.574 0.1085
H -0.869 1.850 0.049 0.0890
H 0.818 1.762 -0.436 0.0618
H -0.146 0.297 -0.493 0.0550
H -0.981 1.950 2.443 0.0943
O 0.201 -2.050 -1.380 0.1591
C -0.291 -1.821 -2.435 -0.5544
O 0.192 -0.951 -3.343 0.0816
C -0.592 -1.055 -4.540 -0.0275
C -1.882 -1.640 -4.010 -0.3198
F -2.472 -2.480 -4.896 0.0776
O -1.439 -2.395 -2.890 0.1215
H -0.107 -1.742 -5.235 0.1461
H -0.714 -0.080 -5.003 0.1443
H -2.611 -0.903 -3.679 0.1391
O 3.005 4.234 0.667 0.1812
C 2.550 4.558 -0.377 -0.5364
O 3.109 5.446 -1.230 0.0792
C 2.354 5.443 -2.445 -0.0445
C 1.014 4.905 -1.983 -0.3087
F 0.404 4.152 -2.927 0.0776
O 1.383 4.081 -0.894 0.1110
H 2.815 4.760 -3.160 0.1456
H 2.307 6.444 -2.865 0.1405
H 0.314 5.666 -1.632 0.1749
O -0.893 4.242 6.832 0.1813
C -0.019 4.394 6.050 -0.5516
O 0.681 3.401 5.457 0.0751
C 1.533 3.977 4.460 -0.0528
C 1.665 5.402 4.952 -0.3113
F 1.775 6.295 3.937 0.0724
O 0.437 5.609 5.622 0.1295
H 1.037 3.934 3.490 0.1257
H 2.476 3.441 4.409 0.1251
H 2.485 5.572 5.652 0.1716
O -7.359 -3.988 -0.245 0.1945
C -6.431 -3.789 -0.946 -0.5438
O -5.618 -4.741 -1.463 0.0773
C -4.720 -4.123 -2.387 -0.0459
C -4.725 -2.686 -1.911 -0.3048
F -4.595 -1.801 -2.936 0.0635
O -6.013 -2.550 -1.353 0.1304
H -5.128 -4.196 -3.397 0.1461
H -3.743 -4.594 -2.349 0.1412
H -3.972 -2.458 -1.155 0.1760
O 1.239 -5.255 4.347 0.1856
C 1.259 -5.496 3.190 -0.5495
O 2.366 -5.441 2.407 0.0626
C 2.023 -5.927 1.109 -0.0527
C 0.524 -5.712 1.082 -0.3150
F -0.114 -6.660 0.350 0.0694
O 0.173 -5.849 2.444 0.1332
H 2.263 -6.989 1.035 0.1432
H 2.558 -5.373 0.343 0.1377
H 0.220 -4.725 0.728 0.1675
O -4.019 1.025 -4.395 0.1643
C -5.169 0.826 -4.614 -0.5583
O -6.154 0.903 -3.696 0.0735
C -7.408 0.724 -4.358 -0.0404
C -6.994 -0.013 -5.616 -0.3113
F -7.758 0.312 -6.683 0.0808
O -5.674 0.461 -5.822 0.1361
H -7.833 1.697 -4.606 0.1458
H -8.094 0.169 -3.726 0.1425
H -6.969 -1.100 -5.520 0.1727
```

Values from the calculation:
DFT total energy ... -3835.6612 Ha
Total charge ... 0
2S+1 ... 1
Orbital gap ... 0.336 Ha
SMILES string ... CCN(OCCNC[C@@H](C)O)S(=O)(=O)F.O=C1OC[C@@H](F)O1.O=C1OC[C@@H](F)O1.O=C1OC[C@@H](F)O1.O=C1OC[C@@H](F)O1.O=C1OC[C@@H](F)O1.O=C1OC[C@@H](F)O1

3.
Entry from the Open Molecules 2025 dataset: C45H55ClN4O2S4Si2Ti as an isolated structure (ωB97M-V/def2-TZVPD).

The geometry in XYZ format:
```
114
Properties=species:S:1:pos:R:3:lowdin_spin:R:1
Ti -0.261 0.030 -0.075 1.3630
O 1.809 -4.003 5.331 -0.0007
C 1.413 -3.291 4.428 0.0001
S 0.506 -3.869 3.037 0.0010
C 0.298 -2.318 2.208 0.0080
C 0.820 -1.237 2.828 0.0140
S 0.720 0.398 2.269 0.0027
S 1.650 -1.548 4.363 0.0024
S -0.596 -2.331 0.724 0.0297
C -1.883 1.697 -3.954 0.0009
Si -0.197 0.831 -3.725 0.0050
C 1.148 2.164 -3.488 0.0015
C 0.158 0.354 -5.558 0.0006
C -0.145 -0.481 -2.408 0.0185
C 1.285 -0.753 -2.065 0.0585
C 2.278 -1.189 -2.933 0.0132
C 3.583 -1.372 -2.475 0.0992
C 3.857 -1.117 -1.135 0.0030
C 2.830 -0.698 -0.313 0.0788
N 1.572 -0.513 -0.758 0.0324
Si -0.990 -2.094 -2.896 0.0062
C -1.348 -2.277 -4.774 0.0009
C 0.057 -3.653 -2.583 0.0011
C -2.708 -2.408 -2.153 0.0022
H -1.809 2.449 -4.745 0.0002
H -2.255 2.191 -3.057 0.0005
H -2.637 0.966 -4.259 0.0000
H 1.165 2.862 -4.330 0.0002
H 2.129 1.684 -3.429 0.0003
H 1.029 2.751 -2.579 0.0002
H 0.351 1.253 -6.150 0.0001
H -0.688 -0.164 -6.014 0.0001
H 1.032 -0.296 -5.656 0.0000
H 2.024 -1.393 -3.966 -0.0013
H 4.361 -1.710 -3.149 0.0089
H 4.854 -1.248 -0.737 -0.0027
H 2.995 -0.495 0.740 0.0045
H -0.442 -2.177 -5.378 0.0000
H -2.068 -1.532 -5.128 0.0000
H -1.773 -3.265 -4.972 0.0001
H 1.078 -3.540 -2.956 0.0002
H -0.392 -4.520 -3.077 0.0003
H 0.118 -3.864 -1.517 0.0006
H -3.450 -1.686 -2.504 0.0003
H -2.682 -2.359 -1.064 0.0007
H -3.054 -3.406 -2.441 0.0002
C 0.129 8.824 0.284 0.0000
C 0.489 7.363 -0.030 0.0000
C 1.695 7.366 -0.984 0.0001
C 0.937 6.731 1.289 0.0002
C -0.723 6.657 -0.745 0.0004
O -1.025 7.459 -1.908 0.0003
C -2.057 6.580 0.052 0.0002
C -2.408 5.407 0.997 0.0006
C -1.866 5.457 2.401 0.0001
C -2.212 6.507 3.251 0.0000
C -1.716 6.568 4.543 0.0000
C -0.881 5.558 4.992 0.0000
Cl -0.260 5.640 6.619 0.0000
C -0.544 4.487 4.181 0.0000
C -1.044 4.449 2.888 0.0002
C -0.383 5.325 -1.472 0.0023
N 0.038 4.157 -0.734 0.0229
C -0.620 2.966 -0.713 0.0709
N 0.194 2.013 -0.295 0.0391
C 1.368 2.673 -0.096 0.0237
N 1.338 3.943 -0.404 -0.0076
H 0.980 9.296 0.777 0.0000
H -0.719 8.898 0.968 0.0000
H -0.086 9.403 -0.618 0.0000
H 2.450 8.063 -0.614 0.0000
H 1.404 7.678 -1.988 0.0000
H 2.145 6.374 -1.029 0.0000
H 1.857 7.223 1.615 0.0000
H 1.151 5.673 1.185 0.0001
H 0.196 6.871 2.070 0.0000
H -1.432 8.274 -1.599 0.0000
H -2.819 6.565 -0.731 0.0000
H -2.190 7.517 0.599 0.0000
H -2.119 4.467 0.548 0.0007
H -3.500 5.395 1.065 0.0000
H -2.877 7.290 2.901 0.0000
H -1.978 7.387 5.200 0.0000
H 0.085 3.688 4.548 0.0000
H -0.781 3.609 2.255 0.0002
H 0.387 5.563 -2.204 0.0006
H -1.277 5.042 -2.029 0.0003
H -1.651 2.817 -0.983 0.0040
H 2.260 2.188 0.266 0.0027
C -7.388 0.641 -1.090 0.0138
C -6.822 0.224 0.109 -0.0001
C -5.448 0.178 0.273 0.0110
C -4.579 0.566 -0.760 0.0056
C -5.174 0.947 -1.975 0.0108
C -6.548 0.991 -2.139 -0.0001
C -3.111 0.547 -0.688 0.0441
C -2.269 0.491 0.375 0.0009
C -2.783 0.698 1.738 -0.0018
C -3.413 1.904 2.075 -0.0017
C -3.878 2.151 3.357 0.0003
C -3.734 1.194 4.350 -0.0024
C -3.114 -0.011 4.037 0.0001
C -2.643 -0.255 2.758 -0.0022
H -8.464 0.677 -1.214 0.0012
H -7.466 -0.082 0.927 -0.0004
H -5.043 -0.182 1.206 0.0005
H -4.526 1.216 -2.803 0.0005
H -6.970 1.292 -3.092 -0.0004
H -2.655 0.528 -1.678 0.0019
H -3.559 2.651 1.301 0.0002
H -4.358 3.100 3.578 0.0001
H -4.096 1.383 5.355 -0.0002
H -2.987 -0.766 4.804 0.0001
H -2.178 -1.203 2.529 0.0004
```

Values from the calculation:
DFT total energy ... -5598.8298 Ha
⟨S²⟩ ... 2.02
Total charge ... -2
Energy relative to the best compared isomer or geometry (same formula, charge and spin) ... 27.0 kcal/mol
2S+1 ... 3
Orbital gap (spin up / spin down) ... 0.110 / 0.170 Ha

Q: Look up the total charge of the first one.
A: +2